[1]
{"formula": "C9H32F3NO9", "method": "the ωB97M-V functional and the def2-TZVPD basis", "symbols": ["N", "H", "H", "H", "H", "O", "H", "O", "H", "C", "O", "O", "C", "F", "F", "F", "C", "C", "H", "H", "H", "H", "H", "H", "C", "O", "H", "H", "H", "H", "C", "O", "H", "H", "H", "H", "C", "O", "H", "H", "H", "H", "C", "O", "H", "H", "H", "H", "C", "O", "H", "H", "H", "H"], "positions_angstrom": [[-18.286, -5.281, 16.784], [-19.023, -5.509, 16.064], [-17.658, -6.096, 16.869], [-18.655, -4.937, 17.709], [-17.636, -4.595, 16.394], [-19.414, -4.600, 19.226], [-19.669, -3.826, 19.739], [-20.569, -5.714, 15.500], [-21.416, -5.707, 15.048], [-15.832, -8.071, 16.570], [-15.873, -6.952, 17.507], [-16.675, -7.879, 15.602], [-14.349, -8.305, 16.128], [-13.817, -7.213, 15.525], [-13.528, -8.551, 17.198], [-14.180, -9.345, 15.304], [-15.402, -7.089, 18.819], [-15.693, -5.751, 19.520], [-16.776, -5.630, 19.594], [-15.243, -5.731, 20.515], [-15.311, -4.919, 18.925], [-14.311, -7.181, 18.866], [-15.890, -7.871, 19.409], [-16.089, -8.984, 17.166], [-18.689, -5.625, 12.808], [-19.660, -4.696, 13.200], [-18.194, -6.095, 13.671], [-19.103, -6.495, 12.274], [-17.887, -5.152, 12.233], [-20.067, -5.076, 14.044], [-17.886, -3.817, 22.306], [-18.113, -4.992, 21.574], [-18.790, -3.593, 22.893], [-17.060, -3.982, 22.999], [-17.675, -2.949, 21.672], [-18.635, -4.827, 20.736], [-16.928, -2.280, 18.604], [-18.299, -1.962, 18.740], [-16.378, -1.372, 18.349], [-16.517, -2.616, 19.567], [-16.755, -3.075, 17.876], [-18.767, -2.818, 18.847], [-19.065, -8.015, 20.373], [-19.682, -7.334, 19.314], [-18.134, -7.512, 20.667], [-19.681, -8.024, 21.287], [-18.841, -9.045, 20.089], [-19.477, -6.381, 19.398], [-15.419, -4.711, 14.958], [-16.382, -3.699, 15.281], [-15.973, -5.649, 14.939], [-14.938, -4.504, 13.999], [-14.632, -4.804, 15.713], [-16.034, -2.828, 15.079]], "charge": -2, "homo_energy_ev": -1.8616, "lumo_energy_ha": 0.1818}

---

[2]
{"formula": "C9H32N4O7", "method": "the ωB97M-V functional and the def2-TZVPD basis", "symbols": ["N", "C", "N", "O", "H", "H", "H", "H", "N", "C", "N", "O", "H", "H", "H", "H", "C", "C", "O", "H", "H", "H", "H", "H", "H", "C", "C", "O", "H", "H", "H", "H", "H", "H", "C", "O", "H", "H", "H", "H", "C", "O", "H", "H", "H", "H", "C", "O", "H", "H", "H", "H"], "positions_angstrom": [[1.409, 1.342, -2.397], [1.606, 2.498, -2.004], [0.726, 3.294, -2.517], [2.371, 2.821, -0.884], [1.969, 0.531, -2.082], [0.673, 1.111, -3.153], [0.868, 4.284, -2.276], [0.082, 2.965, -3.304], [-0.602, 1.558, -0.053], [-1.731, 0.942, -0.232], [-2.459, 0.790, 0.811], [-2.155, 0.630, -1.527], [-0.029, 1.673, -0.867], [-0.065, 1.138, 0.701], [-3.351, 0.370, 0.741], [-2.100, 0.966, 1.741], [0.117, -2.523, -2.345], [0.462, -2.883, -3.736], [0.866, -1.607, -4.293], [1.019, -2.474, -1.797], [-0.272, -3.432, -2.072], [-0.550, -1.688, -2.171], [-0.398, -3.216, -4.346], [1.406, -3.499, -3.895], [1.013, -1.799, -5.228], [1.260, -1.187, 0.771], [0.581, -0.587, 2.041], [0.836, 0.831, 2.106], [2.327, -1.166, 0.760], [0.916, -0.611, -0.061], [0.996, -2.216, 0.598], [1.055, -0.954, 2.927], [-0.445, -0.789, 1.965], [1.805, 0.861, 2.243], [4.056, 1.113, 1.566], [3.304, 1.866, 2.482], [3.643, 1.247, 0.561], [4.141, 0.040, 1.763], [5.107, 1.512, 1.551], [3.511, 2.800, 2.432], [-2.337, 1.800, 4.107], [-3.337, 0.849, 3.823], [-2.801, 2.708, 4.072], [-1.459, 1.683, 3.454], [-2.100, 1.733, 5.150], [-4.267, 1.226, 3.683], [-2.748, -2.492, -0.012], [-3.045, -3.896, -0.219], [-3.544, -2.096, 0.544], [-2.601, -1.862, -0.953], [-1.958, -2.281, 0.691], [-3.773, -3.924, -0.860]], "smiles": "NC(N)=O.NC(N)=O.CCO.CCO.CO.CO.CO", "charge": 0, "homo_energy_ev": -8.7239, "lumo_energy_ha": 0.0232}

---

[3]
{"formula": "C9H34N14O9", "method": "the ωB97M-V functional and the def2-TZVPD basis", "symbols": ["N", "C", "N", "O", "H", "H", "H", "H", "N", "C", "N", "O", "H", "H", "H", "H", "N", "C", "N", "O", "H", "H", "H", "H", "N", "C", "N", "O", "H", "H", "H", "H", "N", "C", "N", "O", "H", "H", "H", "H", "N", "C", "N", "O", "H", "H", "H", "H", "N", "C", "N", "O", "H", "H", "H", "H", "O", "C", "C", "O", "H", "H", "H", "H", "H", "H"], "positions_angstrom": [[-1.639, 2.211, -2.961], [-1.517, 2.348, -4.307], [-0.658, 1.434, -4.831], [-2.082, 3.179, -5.024], [-1.246, 1.389, -2.498], [-2.211, 2.831, -2.425], [-0.700, 1.358, -5.830], [-0.231, 0.777, -4.204], [0.165, 3.888, 1.580], [-0.443, 3.716, 0.387], [-1.821, 3.761, 0.393], [0.129, 3.684, -0.700], [1.164, 3.780, 1.576], [-0.354, 4.131, 2.402], [-2.351, 3.911, -0.442], [-2.231, 3.857, 1.303], [-0.728, 0.362, 0.451], [-0.368, -0.417, -0.572], [0.124, -1.614, -0.174], [-0.414, 0.002, -1.744], [-0.407, 0.044, 1.362], [-1.063, 1.310, 0.391], [0.311, -2.354, -0.824], [0.169, -1.835, 0.800], [-3.245, 1.780, 2.690], [-4.132, 0.842, 2.266], [-5.294, 1.341, 1.839], [-3.938, -0.376, 2.355], [-3.410, 2.754, 2.836], [-2.399, 1.363, 3.044], [-5.372, 2.328, 1.676], [-6.004, 0.719, 1.495], [0.559, -4.452, -0.496], [0.317, -4.516, -1.839], [-0.946, -5.032, -2.081], [0.982, -3.930, -2.673], [-0.096, -4.854, 0.147], [1.397, -4.030, -0.102], [-1.137, -5.146, -3.062], [-1.461, -5.494, -1.359], [4.868, -4.042, 1.265], [4.218, -3.279, 0.322], [5.075, -2.376, -0.222], [3.025, -3.354, 0.067], [4.314, -4.759, 1.700], [5.724, -3.696, 1.649], [4.633, -1.772, -0.900], [6.058, -2.549, -0.179], [2.039, 0.441, -3.150], [2.722, 1.544, -3.491], [2.103, 2.623, -2.946], [3.717, 1.615, -4.214], [1.331, 0.619, -2.458], [2.300, -0.476, -3.462], [1.372, 2.574, -2.254], [2.386, 3.576, -3.080], [-0.399, 1.566, 3.976], [-0.581, 0.386, 4.744], [-0.692, -0.830, 3.844], [0.380, -0.853, 2.903], [0.410, 1.396, 3.476], [0.363, 0.293, 5.300], [-1.372, 0.543, 5.475], [-1.645, -0.842, 3.305], [-0.643, -1.731, 4.460], [0.878, -1.666, 3.024]], "smiles": "NC(N)=O.NC(N)=O.NC(N)=O.NC(N)=O.NC(N)=O.NC(N)=O.NC(N)=O.OCCO", "charge": 0, "homo_energy_ev": -8.5086, "lumo_energy_ha": -0.0093}

---

[4]
{"formula": "C9H36N2O10", "method": "the ωB97M-V functional and the def2-TZVPD basis", "symbols": ["N", "H", "H", "H", "H", "N", "O", "O", "O", "C", "O", "H", "H", "H", "H", "C", "O", "H", "H", "H", "H", "C", "O", "H", "H", "H", "H", "C", "C", "C", "O", "H", "H", "H", "H", "H", "H", "H", "H", "C", "C", "C", "O", "H", "H", "H", "H", "H", "H", "H", "H", "O", "H", "H", "O", "H", "H"], "positions_angstrom": [[-3.488, -1.332, 2.744], [-3.988, -0.513, 3.058], [-2.717, -0.911, 2.247], [-3.925, -2.002, 2.126], [-3.304, -1.917, 3.547], [-0.529, -0.659, 0.617], [-0.474, 0.430, 1.112], [-1.290, -1.454, 1.119], [-0.012, -0.916, -0.449], [1.891, -3.362, 0.929], [2.382, -3.153, 2.237], [0.962, -2.825, 0.736], [2.624, -2.916, 0.257], [1.897, -4.448, 0.837], [3.077, -3.811, 2.315], [1.401, -3.118, -3.167], [1.206, -1.731, -2.778], [0.422, -3.597, -3.177], [1.847, -3.205, -4.159], [2.030, -3.539, -2.383], [0.724, -1.571, -1.963], [-2.154, -0.817, -2.799], [-2.793, -1.108, -1.544], [-1.920, -1.782, -3.248], [-2.832, -0.377, -3.531], [-1.259, -0.212, -2.657], [-2.142, -1.440, -0.921], [-1.615, 4.441, 0.848], [-2.690, 3.361, 1.142], [-3.033, 2.479, 0.023], [-2.181, 2.452, 2.117], [-0.572, 4.128, 0.805], [-1.627, 5.211, 1.620], [-1.815, 5.013, -0.058], [-3.675, 3.698, 1.465], [-3.829, 1.799, 0.326], [-2.245, 1.789, -0.281], [-3.314, 3.036, -0.871], [-1.452, 1.941, 1.756], [3.193, 1.035, -1.067], [2.883, 2.305, -1.801], [2.344, 3.399, -0.953], [4.126, 2.766, -2.293], [3.979, 1.219, -0.334], [3.369, 0.134, -1.655], [2.414, 0.626, -0.423], [2.297, 2.092, -2.696], [2.715, 3.352, 0.070], [1.280, 3.304, -0.737], [2.463, 4.396, -1.378], [4.694, 2.022, -2.505], [2.109, -0.451, 3.094], [2.480, -1.317, 2.923], [1.428, -0.347, 2.429], [-0.631, -3.998, 2.766], [0.301, -4.041, 2.549], [-1.032, -3.556, 2.017]], "charge": -1, "homo_energy_ev": [-0.5984, -7.0181], "spin_multiplicity": 2, "lumo_energy_ha": [0.0882, 0.0875]}

---

Taking the records one at a time from the top gives E values of -37920.3854 -30140.9134 -49179.7877 -33366.0762 eV.